No. 1
{
  "formula": "C26H29BrN3O4PtS",
  "method": "wB97M-V/def2-TZVPD",
  "mol_weight_g_mol": 754.584,
  "e_tot_ev": -124219.79343,
  "orbital_gap_ev": [6.525, 6.475],
  "total_charge": -1,
  "spin_multiplicity": 3,
  "e_lumo_ha": [0.08034, 0.07823],
  "elements": ["C", "C", "O", "H", "H", "H", "H", "H", "S", "O", "N", "C", "N", "C", "H", "C", "C", "C", "H", "H", "H", "H", "C", "H", "H", "C", "C", "C", "C", "H", "C", "Br", "O", "C", "H", "H", "C", "Pt", "C", "H", "H", "C", "C", "H", "H", "H", "C", "H", "C", "N", "H", "C", "C", "O", "C", "H", "H", "H", "H", "C", "C", "C", "H", "H", "H"],
  "coordinates": [[-2.4016, -5.3891, 0.1336], [-2.3306, -5.3631, 5.1191], [-0.7125, -1.9344, 0.2362], [-2.7231, -3.6653, 7.2459], [-4.7966, -2.8916, 0.1554], [-2.7125, -5.9129, 4.2624], [-1.4017, -3.3501, -1.3518], [1.4565, 5.4206, -2.4512], [-0.4822, 0.3037, -2.5543], [-0.1091, 2.5730, 0.1893], [2.2454, -0.0001, -0.5230], [-1.2907, -2.2792, 1.3187], [-0.5685, 2.8469, -3.2192], [1.8514, 3.3623, -2.0225], [1.8309, 1.3118, -1.6199], [-3.0895, 3.3447, -1.2042], [-2.3085, -3.1948, 6.3535], [-0.0958, 4.0717, -3.1583], [-4.7223, -2.8635, 5.0714], [-0.9378, -1.8515, 4.7020], [-4.9308, 6.1281, -0.6903], [-1.3141, -5.4024, 0.1493], [1.1222, 4.4001, -2.5362], [2.8038, 3.4902, -1.5284], [-2.7594, -5.9088, 1.0201], [-4.4363, -3.9175, 0.1454], [-2.7848, -3.7073, 2.5890], [-0.8911, -1.8062, 2.5924], [-2.4758, -3.2974, -1.2114], [-2.6592, -5.8706, 6.0251], [-2.4823, 4.4021, 0.8718], [0.4625, -0.4188, 2.6479], [-1.7682, 1.1129, 0.2944], [-4.3587, -3.8866, 5.1326], [-4.8298, -4.4143, -0.7410], [-2.7554, -2.2485, -1.2487], [-4.1955, 5.3560, -0.5116], [0.1992, 0.0883, -0.0464], [-3.4291, 5.3839, 0.6418], [-4.7251, -4.3341, 6.0554], [-2.6056, -2.1478, 6.3456], [-2.3254, 3.3727, -0.0440], [3.2914, -0.0359, 0.0303], [-2.9634, -3.8183, -2.0378], [-4.8339, -4.4293, 1.0177], [-4.6049, 4.3295, -2.3433], [-2.8242, -3.9074, 5.0991], [-0.7218, 4.8351, -3.6000], [-4.0156, 4.3433, -1.4394], [1.3873, 2.1059, -2.1366], [-3.5350, -4.4817, 2.5976], [-1.3562, -2.2679, 3.8023], [-1.3225, 2.2813, 0.1770], [4.3869, -0.0459, 0.4596], [-2.3219, -3.2583, 3.8220], [-4.7820, -4.4440, 4.3019], [-3.5724, 6.1772, 1.3638], [-1.2238, -3.2506, 6.4130], [-1.2434, -5.3936, 5.0783], [-2.8992, -3.9344, 0.1141], [-2.3384, -3.2554, 1.3634], [0.1260, 1.8663, -2.6535], [-2.7466, -5.9281, -0.7477], [-2.9425, 2.5501, -1.9187], [-1.8679, 4.4220, 1.7629]],
  "lowdin_charge": [-0.046, -0.048, -0.247, 0.078, 0.089, 0.074, 0.079, 0.096, 0.671, -0.058, -0.100, -0.418, 0.070, -0.056, 0.049, -0.032, -0.070, -0.108, 0.089, 0.085, 0.091, 0.091, -0.046, 0.136, 0.070, -0.054, -0.013, -0.506, -0.063, 0.076, -0.028, 0.796, -0.113, -0.053, 0.077, 0.088, -0.112, 0.901, -0.100, 0.076, 0.086, -0.137, -0.547, 0.078, 0.064, 0.097, -0.561, 0.111, -0.089, 0.057, 0.092, -0.102, -0.688, 0.048, -0.202, 0.069, 0.094, 0.080, 0.088, -0.531, -0.088, -0.831, 0.077, 0.106, 0.118]
}



No. 2
{
  "formula": "C3H4O3",
  "method": "wB97M-V/def2-TZVPD",
  "mol_weight_g_mol": 88.062,
  "e_tot_ev": -9310.27931,
  "orbital_gap_ev": 10.725,
  "smiles": "C#CCOOO",
  "e_lumo_ha": 0.02667,
  "elements": ["C", "C", "O", "H", "O", "H", "O", "H", "C", "H"],
  "coordinates": [[-1.1814, -0.1706, 0.0689], [-0.4102, 1.0921, -0.1391], [0.7942, 1.0549, 0.5987], [-2.5692, -1.9559, 0.2485], [1.2205, -0.4054, 0.3732], [-1.0083, 1.9418, 0.2087], [2.3687, -0.5776, -0.4615], [-0.1845, 1.2073, -1.2059], [-1.9354, -1.1084, 0.1317], [2.9057, -1.0782, 0.1769]],
  "lowdin_charge": [-0.111, -0.216, -0.059, 0.027, -0.130, 0.133, 0.006, 0.125, 0.118, 0.106]
}



No. 3
{
  "formula": "C6H11N",
  "method": "wB97M-V/def2-TZVPD",
  "mol_weight_g_mol": 97.161,
  "e_tot_ev": -7888.81267,
  "orbital_gap_ev": 9.431,
  "smiles": "C=N/C=C/CCC",
  "e_lumo_ha": 0.02808,
  "elements": ["H", "H", "H", "H", "H", "H", "H", "H", "C", "C", "C", "C", "C", "H", "N", "H", "C", "H"],
  "coordinates": [[-0.4493, -0.2225, 1.0131], [-0.8870, -2.1381, -2.6215], [-1.1062, 2.6783, 2.7986], [1.0412, -0.4007, -1.6771], [0.5513, 1.8471, -0.9185], [-1.6003, -3.0119, -1.2854], [1.1461, -2.8814, -1.2525], [-1.4290, -1.2473, -1.3169], [-0.9222, -2.2004, -1.5294], [1.0109, -0.7968, -0.6605], [0.4154, -2.2018, -0.8021], [0.1933, 0.1161, 0.2076], [0.2041, 1.4399, 0.0219], [0.2122, -2.5868, 0.2034], [-0.3742, 2.3685, 0.8682], [2.0097, -0.8631, -0.2245], [-0.4601, 2.1454, 2.1032], [0.1840, 1.3959, 2.5897]],
  "lowdin_charge": [0.108, 0.070, 0.068, 0.115, 0.108, 0.066, 0.103, 0.069, -0.118, -0.219, -0.272, -0.115, -0.193, 0.101, -0.024, 0.113, -0.057, 0.077]
}



No. 4
{
  "formula": "C2H3NO4",
  "method": "wB97M-V/def2-TZVPD",
  "mol_weight_g_mol": 105.049,
  "e_tot_ev": -11798.77381,
  "orbital_gap_ev": 10.209,
  "e_lumo_ha": -0.00386,
  "elements": ["C", "H", "N", "O", "H", "C", "O", "O", "H", "O"],
  "coordinates": [[-0.3644, 0.1266, -0.3914], [0.1660, -3.0585, -0.1307], [0.1137, 0.7735, 0.6896], [-1.2475, 0.4268, -1.1587], [-0.8345, 2.4381, 1.3312], [0.4054, -1.2218, -0.5098], [-0.3025, -2.2210, 0.0270], [-0.2400, 2.3670, 0.5644], [0.8414, 1.7019, 0.6415], [1.4623, -1.3326, -1.0630]],
  "lowdin_charge": [-0.460, 0.138, 0.119, 0.127, 0.110, -0.456, 0.138, -0.035, 0.179, 0.141]
}



Q: Number 4 is which compound?
A: C2H3NO4



Q: Which formula does entry 2 have?
A: C3H4O3